C18H29N2O2P2Ti | ωB97M-V/def2-TZVPD

Last column: Mulliken charge in e.
CARTESIAN COORDINATES (ANGSTROEM)
C: -0.852 3.968 -1.317  -0.860
C: -0.874 2.617 -0.988  0.500
N: -0.033 2.147 -0.038  0.862
C: 0.854 2.948 0.591  0.588
C: 0.911 4.300 0.276  -0.855
C: 0.050 4.818 -0.687  -0.469
C: -1.762 1.624 -1.702  -1.044
P: -2.178 0.143 -0.694  1.382
Ti: 0.011 0.051 0.320  -1.498
P: 2.180 0.593 1.481  0.956
C: 1.690 2.336 1.701  -1.201
C: 0.017 -2.162 0.684  1.236
C: -1.017 -2.719 1.437  -0.086
C: -1.023 -4.109 1.596  -0.651
C: -0.001 -4.878 1.036  -0.508
C: 1.037 -4.289 0.312  -0.736
C: 1.053 -2.902 0.112  -0.873
O: -0.718 0.247 -4.251  -0.736
O: 0.443 -1.814 -2.952  -0.883
H: -1.555 4.318 -2.063  0.520
H: 1.637 4.913 0.794  0.487
H: 0.084 5.870 -0.946  0.412
C: -3.526 0.504 0.420  -1.462
C: -2.678 -1.176 -1.798  -1.186
H: 2.632 2.873 1.831  0.513
H: 1.136 2.373 2.658  0.387
H: -1.301 1.242 -2.652  0.187
H: -2.722 2.093 -1.949  0.549
C: 2.511 -0.158 3.083  -1.341
C: 3.617 0.419 0.435  -1.381
H: -1.792 -2.084 1.894  0.264
H: -1.827 -4.564 2.166  0.386
H: -0.013 -5.953 1.163  0.377
H: 1.838 -4.879 -0.121  0.382
H: 1.861 -2.395 -0.438  0.319
H: 0.655 -1.219 -2.181  -0.014
H: 0.200 -2.670 -2.551  0.314
H: -0.356 -0.628 -3.944  0.376
H: 0.066 0.727 -4.580  0.301
H: 0.821 -0.210 -1.074  0.417
H: -4.398 0.722 -0.196  0.457
H: -3.704 -0.369 1.055  0.327
H: -3.263 1.358 1.049  0.370
H: -3.551 -0.822 -2.348  0.456
H: -1.868 -1.421 -2.488  0.271
H: -2.923 -2.061 -1.202  0.377
H: 4.397 0.883 1.036  0.474
H: 3.777 -0.651 0.271  0.302
H: 3.416 0.937 -0.506  0.328
H: 3.401 0.350 3.488  0.423
H: 1.724 -0.014 3.776  0.560
H: 2.606 -1.247 2.931  0.329
N: -0.268 0.005 3.622  -0.908
C: -0.421 0.017 2.450  0.306

Output
electronic energy: -2495.3909 a.u.
orbital gap (spin up / spin down): 6.54 / 7.37 eV
multiplicity: 2

---

C18H29N2O2S | ωB97M-V/def2-TZVPD

Last column: Mulliken charge in e.
CARTESIAN COORDINATES (ANGSTROEM)
C: 2.933 4.153 -2.680  0.067
C: 3.103 2.994 -2.313  -0.890
C: 3.525 1.666 -1.615  1.023
C: 4.786 1.045 -2.122  -0.807
C: 5.133 -0.235 -1.338  0.399
C: 6.426 -1.070 -1.621  -0.218
C: 6.367 -2.565 -1.094  -0.438
C: 5.280 -3.396 -1.495  -0.633
C: 4.090 -0.516 -0.274  -0.445
N: 2.952 0.145 0.071  -0.935
N: 2.674 1.234 -0.616  0.852
O: 1.539 1.910 -0.310  -0.315
C: 0.445 0.924 -0.473  -0.221
C: -0.948 1.584 -0.860  0.787
C: -0.946 3.189 -0.682  -1.337
C: -2.195 1.034 -0.044  -1.414
C: -2.348 -0.553 -0.017  0.998
C: -1.685 -1.264 1.252  -1.253
C: -1.834 -1.300 -1.327  -1.412
H: 2.654 5.244 -2.753  0.379
H: 5.422 1.437 -2.965  0.419
H: 7.276 -0.564 -1.043  0.325
H: 6.729 -1.104 -2.711  0.372
H: 7.169 -3.040 -0.440  0.319
H: 5.188 -3.665 -2.599  0.276
H: 4.569 -3.766 -0.699  0.284
H: 4.288 -1.456 0.337  0.465
H: 0.678 0.155 -1.284  0.245
H: 0.334 0.403 0.534  0.184
H: -1.139 1.389 -1.959  0.224
H: -0.141 3.684 -1.319  0.267
H: -1.951 3.566 -1.067  0.408
H: -0.827 3.480 0.411  0.312
H: -2.103 1.424 1.028  0.257
H: -3.158 1.471 -0.450  0.302
H: -3.469 -0.763 0.048  0.395
H: -0.868 -1.969 0.878  0.300
H: -1.201 -0.464 1.895  0.275
H: -2.441 -1.889 1.832  0.280
H: -2.024 -0.751 -2.297  0.284
H: -2.341 -2.317 -1.379  0.399
H: -0.717 -1.527 -1.224  0.226
C: -7.149 -1.376 2.826  -1.030
S: -5.699 -0.324 2.616  0.501
O: -4.594 -1.183 2.095  -0.537
C: -5.399 -0.067 4.376  -0.986
H: -7.490 -1.693 1.841  0.319
H: -6.888 -2.254 3.420  0.315
H: -7.941 -0.810 3.318  0.399
H: -5.249 -1.027 4.872  0.314
H: -6.249 0.456 4.817  0.396
H: -4.502 0.543 4.487  0.306

Output
electronic energy: -1360.7838 a.u.
orbital gap: 6.03 eV
net charge: +1

---

C18H29N3O | ωB97M-V/def2-TZVPD

Last column: Mulliken charge in e.
CARTESIAN COORDINATES (ANGSTROEM)
C: 1.102 2.962 -2.155  -0.917
C: 2.569 2.653 -1.827  -0.716
N: 2.878 2.469 -0.425  0.434
C: 2.663 3.639 0.403  -0.350
C: 3.578 3.627 1.624  -1.365
C: 2.388 1.225 0.142  -0.958
C: 3.541 0.254 0.426  -0.942
C: 3.027 -1.102 0.901  -0.631
N: 2.285 -0.964 2.148  -0.330
C: 1.561 -2.169 2.512  -0.813
C: 0.302 -2.333 1.651  0.566
O: -0.189 -3.418 1.426  -0.673
N: -0.165 -1.134 1.231  -0.215
C: -1.235 -0.831 0.388  0.902
C: -1.433 0.507 0.050  -0.431
C: -2.468 0.882 -0.791  -1.361
C: -3.313 -0.090 -1.287  0.613
C: -3.120 -1.426 -0.944  0.282
C: -2.090 -1.813 -0.115  -0.628
C: -4.152 -2.290 -1.608  -0.961
C: -5.227 -1.283 -2.046  -0.653
C: -4.487 0.055 -2.210  -0.898
H: 0.447 2.166 -1.807  0.160
H: 0.794 3.894 -1.688  0.255
H: 0.979 3.059 -3.231  0.444
H: 3.197 3.469 -2.198  0.439
H: 2.871 1.741 -2.349  0.326
H: 2.898 4.519 -0.201  0.549
H: 1.614 3.730 0.738  0.229
H: 3.477 4.560 2.173  0.434
H: 4.611 3.514 1.307  0.324
H: 3.328 2.807 2.292  0.242
H: 1.690 0.735 -0.545  0.336
H: 1.855 1.421 1.078  0.500
H: 4.121 0.117 -0.487  0.282
H: 4.202 0.686 1.178  0.249
H: 2.342 -1.513 0.154  0.360
H: 3.869 -1.806 1.001  0.407
H: 2.924 -0.696 2.890  0.257
H: 2.156 -3.090 2.419  0.373
H: 1.231 -2.086 3.552  0.384
H: 0.425 -0.354 1.507  0.080
H: -0.770 1.258 0.456  0.506
H: -2.609 1.923 -1.047  0.429
H: -1.937 -2.845 0.150  0.622
H: -3.708 -2.789 -2.474  0.271
H: -4.543 -3.060 -0.944  0.355
H: -5.975 -1.187 -1.257  0.296
H: -5.736 -1.589 -2.959  0.318
H: -4.134 0.182 -3.237  0.279
H: -5.114 0.912 -1.964  0.340

Output
electronic energy: -942.8106 a.u.
orbital gap: 8.87 eV
structure (SMILES): CCN(CC)CCCNCC(=O)Nc1ccc2c(c1)CCC2

---

C18H29N3O4 | ωB97M-V/def2-TZVPD

Last column: Mulliken charge in e.
CARTESIAN COORDINATES (ANGSTROEM)
C: -0.137 -6.447 -0.609  -1.005
N: -0.328 -5.165 0.064  -0.038
C: -1.014 -4.132 -0.438  0.030
O: -1.549 -4.192 -1.540  -0.683
C: -1.163 -2.851 0.403  0.019
N: -1.452 -3.069 1.844  -0.150
C: -0.675 -3.653 2.760  0.867
C: -1.251 -3.766 4.151  -1.389
O: 0.449 -4.078 2.531  -0.726
C: 0.035 -1.893 0.181  0.577
C: 0.158 -1.462 -1.288  -1.575
C: -0.071 -0.610 1.023  -1.602
H: 0.505 -6.315 -1.481  0.293
H: 0.325 -7.162 0.073  0.365
H: -1.102 -6.837 -0.941  0.318
H: 0.119 -5.023 0.964  0.242
H: -2.033 -2.342 -0.012  0.517
H: -2.357 -2.764 2.164  0.261
H: -0.523 -4.256 4.797  0.362
H: -1.465 -2.771 4.538  0.351
H: -2.164 -4.358 4.119  0.341
H: 0.956 -2.404 0.460  0.234
H: 0.345 -2.326 -1.925  0.409
H: -0.757 -0.968 -1.618  0.337
H: 0.994 -0.772 -1.407  0.465
H: -1.002 -0.092 0.796  0.402
H: 0.770 0.046 0.794  0.394
H: -0.030 -0.851 2.084  0.363
C: -3.636 4.477 0.786  -1.255
C: -2.341 3.733 1.146  -0.271
C: -1.269 3.813 0.056  0.499
O: -1.469 4.465 -0.961  -0.759
N: -0.078 3.132 0.240  0.024
C: 1.018 3.124 -0.639  0.194
C: 2.292 3.323 -0.091  -0.494
C: 3.429 3.343 -0.906  -0.892
C: 3.314 3.139 -2.285  0.898
C: 4.522 3.188 -3.181  -1.354
C: 2.049 2.903 -2.833  -0.776
C: 0.908 2.898 -2.030  0.530
O: -0.305 2.701 -2.628  -0.665
H: -3.434 5.540 0.615  0.293
H: -4.081 4.057 -0.122  0.299
H: -4.361 4.389 1.601  0.394
H: -2.574 2.681 1.329  0.244
H: -1.933 4.155 2.068  0.351
H: 0.082 2.779 1.176  0.321
H: 2.406 3.491 0.975  0.397
H: 4.405 3.521 -0.464  0.310
H: 4.529 2.324 -3.853  0.337
H: 4.502 4.100 -3.785  0.289
H: 5.448 3.177 -2.597  0.350
H: 1.935 2.739 -3.900  0.403
H: -0.943 3.318 -2.204  0.354

Output
electronic energy: -1168.5899 a.u.
orbital gap: 8.71 eV
structure (SMILES): CNC(=O)[C@@H](NC(C)=O)C(C)C.CCC(=O)Nc1ccc(C)cc1O

---

C18H30AlBrClO11 | ωB97M-V/def2-TZVPD

Last column: Mulliken charge in e.
CARTESIAN COORDINATES (ANGSTROEM)
C: -5.350 -2.972 -0.231  -0.856
C: -4.593 -3.577 -1.445  -0.237
O: -4.821 -2.726 -2.535  -0.273
C: -3.821 -2.833 -3.539  -0.830
C: -2.440 -2.245 -3.134  -0.663
Al: -2.588 -0.327 -2.423  0.265
Cl: -2.814 1.044 -4.215  -0.453
C: -0.812 0.046 -1.414  -0.577
C: 0.255 -0.599 -2.215  0.336
O: 0.661 -1.669 -2.001  -0.501
Br: 1.019 0.381 -3.778  -0.287
H: -5.047 -1.926 -0.184  0.205
H: -5.143 -3.512 0.693  0.280
H: -6.415 -2.961 -0.507  0.205
H: -4.984 -4.602 -1.595  0.286
H: -3.539 -3.649 -1.143  0.242
H: -4.163 -2.204 -4.376  0.331
H: -3.734 -3.857 -3.954  0.303
H: -1.804 -2.244 -4.034  0.444
H: -1.964 -2.862 -2.354  0.358
H: -3.831 -0.236 -1.439  -0.223
H: -0.831 -0.357 -0.400  0.340
H: -0.661 1.133 -1.430  0.348
C: 4.601 0.063 -3.523  -1.444
C: 5.920 0.638 -3.058  0.537
C: 5.944 1.026 -1.602  -0.495
O: 6.892 2.105 -1.586  -0.307
C: 6.874 2.668 -2.825  0.644
O: 7.391 3.706 -3.094  -0.564
O: 6.195 1.894 -3.702  -0.349
H: 3.842 0.838 -3.606  0.271
H: 4.712 -0.375 -4.515  0.390
H: 4.244 -0.714 -2.846  0.405
H: 6.736 -0.050 -3.296  0.224
H: 6.279 0.213 -0.961  0.386
H: 4.983 1.395 -1.234  0.292
C: 6.273 6.136 1.331  -1.448
C: 5.849 4.941 2.155  0.512
C: 6.115 3.615 1.489  -0.336
O: 5.080 2.786 2.026  -0.333
C: 4.043 3.603 2.364  0.631
O: 2.957 3.226 2.653  -0.525
O: 4.426 4.909 2.324  -0.363
H: 5.592 6.291 0.494  0.365
H: 6.242 7.043 1.936  0.367
H: 7.288 6.014 0.951  0.364
H: 6.308 4.984 3.147  0.263
H: 7.095 3.214 1.739  0.333
H: 6.012 3.647 0.402  0.143
C: -7.743 -2.463 5.285  -1.421
C: -6.452 -2.846 4.597  0.492
C: -5.211 -2.348 5.299  -0.502
O: -4.290 -2.183 4.223  -0.318
C: -5.023 -1.953 3.093  0.587
O: -4.577 -1.581 2.064  -0.459
O: -6.344 -2.214 3.318  -0.331
H: -7.955 -1.402 5.148  0.357
H: -8.580 -3.010 4.850  0.349
H: -7.705 -2.688 6.352  0.369
H: -6.411 -3.929 4.445  0.254
H: -4.828 -3.065 6.024  0.311
H: -5.353 -1.383 5.793  0.307

Output
electronic energy: -4808.3351 a.u.
orbital gap: 7.18 eV
net charge: -1